No. 1
Computed, not measured: C8H10 in the gas phase, with ωB97M-V/def2-TZVPD.

Structure (XYZ):
```
18
C8H10 (ωB97M-V/def2-TZVPD)
C 0.15834 2.02875 -0.03512
C -0.24890 0.58291 -0.12008
C -1.71569 0.39504 -0.23028
C -2.43894 -0.49319 0.45860
C 0.64098 -0.42840 -0.10465
C 0.32055 -1.91063 -0.26626
C 2.04095 -0.14793 0.07575
C 3.22750 0.03566 0.21848
H -0.20858 2.60065 -0.89699
H 1.24671 2.13908 0.04544
H -0.29160 2.48580 0.84599
H -2.23594 1.10007 -0.87796
H -1.96860 -1.17898 1.15720
H -3.51571 -0.56275 0.30637
H 0.39422 -2.44957 0.68122
H -0.68698 -2.06498 -0.66900
H 1.01982 -2.36924 -0.96346
H 4.26187 0.23770 0.37473
```

Results
Energy relative to the best compared isomer or geometry (same formula, charge and spin), kcal per mole: 67.2
SMILES: C#C/C(C)=C(\C)C=C
E_tot, eV: -8455.3573
Spin multiplicity: 1
HOMO energy, eV: -8.467
Frontier orbital gap, eV: 9.3

Results of the natural (NBO) charge analysis, in e, for atoms 1 through 2: -0.6383 0.0126

No. 2
Computed, not measured: a molecular structure, C8H10AlBClF4MgN3O9S at a distorted geometry, with ωB97M-V/def2-TZVPD.

Structure (XYZ):
```
39
C8H10AlBClF4MgN3O9S (ωB97M-V/def2-TZVPD)
C 2.48189 -2.61347 0.92160
C 2.72157 -1.43085 0.69187
N 3.06495 -0.17961 0.09695
N 2.00109 0.63224 -0.22225
C 1.52913 1.55624 0.81401
C 1.02672 0.11241 -1.13056
C -0.12934 -0.91312 -0.80462
O 1.03071 0.51625 -2.27603
S 4.23151 -0.32263 -1.17352
O 4.04742 0.80527 -2.09897
O 5.58648 -0.26438 -0.61517
F 3.97254 -1.76363 -1.91598
H 2.58593 -3.67884 1.21575
H 0.49216 1.38789 1.19783
H 2.24618 1.62271 1.67495
H 1.52951 2.59265 0.36852
H 0.10002 -1.94518 -1.18707
H -0.44224 -0.92120 0.28483
H -1.04270 -0.56015 -1.42880
C -1.12976 1.64126 -5.01823
N -2.17157 2.63212 -4.60261
O -2.41488 3.61615 -5.34194
O -2.73183 2.42619 -3.56577
H -0.70577 1.94107 -5.97265
H -0.36183 1.62607 -4.24344
H -1.61897 0.67325 -5.10836
Mg -2.36052 -0.60958 -0.69844
B -2.30420 -1.25265 5.58100
O -2.24472 -2.33472 4.54617
C -1.89062 -1.77985 3.42018
O -1.74471 -2.36141 2.37456
C -1.69859 -0.31756 3.63243
O -1.36165 0.48684 2.74142
O -1.93011 -0.00251 4.85458
F -1.39762 -1.50750 6.59961
F -3.59450 -1.14555 6.08428
F -1.19293 -4.13187 4.05284
Al -0.79802 4.35239 -6.45614
Cl -3.35279 1.41602 2.74289
```

Results
Energy relative to the best compared isomer or geometry (same formula, charge and spin), kcal per mole: 0.0
E_tot, eV: -78268.8048
Spin multiplicity: 1
HOMO energy, eV: -13.728
Frontier orbital gap, eV: 2.7
Net charge: +2

Results of the natural (NBO) charge analysis, in e, for atoms 1 through 2: -0.1784 0.0438

No. 3
Computed, not measured: 5 unconnected molecules or ions with the total composition C8H10BBr2NO14 at a distorted geometry, with ωB97M-V/def2-TZVPD.

Structure (XYZ):
```
36
C8H10BBr2NO14 (ωB97M-V/def2-TZVPD)
N -15.65888 2.52580 -1.61700
H -16.53755 3.01707 -1.38597
H -15.56594 1.93025 -0.80090
H -14.97958 3.28325 -1.66007
H -15.79719 1.91760 -2.42908
O -15.15763 10.80540 -1.78540
C -15.30209 9.66913 -2.11463
O -14.44687 8.80759 -2.73495
B -15.08244 7.45380 -2.81179
O -16.35324 7.59692 -2.05343
C -16.54988 8.80815 -1.68796
O -17.47928 9.20254 -1.02436
O -15.25702 6.89272 -4.13707
C -14.67832 5.68691 -4.22805
O -14.71041 4.95959 -5.17246
C -14.00244 5.39703 -2.89839
O -14.19166 6.47455 -2.13390
O -13.47710 4.36843 -2.56287
O -19.93719 3.01638 0.49565
C -18.70210 2.69467 0.03547
O -17.87855 3.59026 -0.33110
O -18.39048 1.49287 0.01283
H -20.24782 2.09808 0.45680
O -16.89266 0.54822 -5.86915
C -17.37629 0.42711 -4.53187
O -17.87248 -0.71099 -4.30892
O -17.05170 1.29491 -3.73349
H -17.35572 -0.32669 -5.87700
Br -15.42364 -1.05487 -0.97495
C -15.79942 -2.40053 -2.40503
C -14.82326 -2.27574 -3.53766
Br -14.81254 -3.89479 -4.59420
H -16.82354 -2.31482 -2.76515
H -15.70034 -3.35173 -1.88581
H -13.79171 -2.16538 -3.21110
H -15.08084 -1.44996 -4.19855
```

Results
Energy relative to the best compared isomer or geometry (same formula, charge and spin), kcal per mole: 20.4
E_tot, eV: -179384.1171
Spin multiplicity: 1
HOMO energy, eV: -3.205
Frontier orbital gap, eV: 7.0
Net charge: -2

Results of the natural (NBO) charge analysis, in e, for atoms 1 through 2: -0.9119 0.4868

No. 4
Computed, not measured: a molecular structure, C8H10BF4IrN at a distorted geometry, with ωB97M-V/def2-TZVPD.

Structure (XYZ):
```
25
C8H10BF4IrN (ωB97M-V/def2-TZVPD)
C 0.90209 -1.27558 -1.62324
C -0.49521 -1.20318 -1.87594
C -1.17751 -1.90138 -0.83584
C -0.19741 -2.39308 0.06916
C 1.08839 -2.00068 -0.41144
Ir -0.00001 0.00002 0.17896
C -1.57291 1.65142 -0.73374
C -0.42691 2.04472 -1.30294
C 0.52609 2.57012 -2.04564
N 1.34079 1.01382 0.49096
H -2.25871 -2.02288 -0.74264
H -0.96011 -0.70068 -2.72734
H -0.39021 -2.95168 0.98636
H 2.04519 -2.21008 0.06896
H 1.68999 -0.82488 -2.22824
H -2.24371 0.94522 -1.23854
H 2.20969 1.56142 0.51426
H -1.91771 2.09182 0.20846
H 0.27279 3.36802 -2.75794
H 1.56519 2.23782 -1.97954
F -0.00001 0.00002 2.17896
B -0.00001 0.00002 3.58896
F 1.35209 -0.22638 4.07246
F -0.48001 1.28402 4.07296
F -0.87191 -1.05798 4.07246
```

Results
Energy relative to the best compared isomer or geometry (same formula, charge and spin), kcal per mole: 0.0
E_tot, eV: -24329.5594
Spin multiplicity: 6
HOMO energy (spin up / spin down), eV: -7.164 / -10.452
Frontier orbital gap (spin up / spin down), eV: 7.1 / 8.1

Results of the natural (NBO) charge analysis, in e, for atoms 1 through 2: -0.3053 -0.2934